The following is a DFT calculation (ωB97M-V/def2-TZVPD) of 7 unconnected molecules or ions with the total composition C46H75N3O6 in a non-equilibrium geometry.

Values from the calculation:
E_HOMO = -11.7 eV
LUMO energy = -7.041 eV
Gap between HOMO and LUMO = 4.69 eV
Charge = +2
Electronic energy = -65657.3064 eV

The geometry in XYZ format:
```
130
Properties=species:S:1:pos:R:3:mulliken_charge:R:1
N -5.50 5.40 -4.80 -0.363
C -4.90 5.44 -6.14 -0.953
C -3.37 5.23 -6.13 -0.117
C -2.61 6.38 -5.38 -0.951
N -1.78 5.73 -4.32 0.127
C -2.34 5.47 -3.13 -0.285
C -1.65 4.83 -2.13 -0.693
C -0.33 4.48 -2.38 0.510
C 0.46 3.75 -1.35 0.776
C 1.70 4.16 -0.87 -0.926
C 2.34 3.36 0.05 0.142
N 1.80 2.23 0.48 0.212
C 2.53 1.35 1.46 -1.030
C 1.78 1.36 2.82 -0.622
C 2.76 1.25 4.00 -0.464
C 2.12 1.91 5.23 0.401
C 1.95 1.15 6.37 -0.286
C 1.34 1.70 7.49 -0.748
C 0.93 3.01 7.41 -0.387
C 1.10 3.79 6.29 -0.808
C 1.71 3.23 5.18 0.017
C 0.60 1.81 0.07 -0.118
C -0.09 2.56 -0.85 -0.978
C 0.25 4.79 -3.61 -0.651
C -0.51 5.42 -4.55 -0.268
H -5.02 4.71 -4.23 -0.006
H -5.50 6.32 -4.38 0.320
H -5.32 4.59 -6.70 0.354
H -5.22 6.34 -6.68 0.418
H -3.03 5.11 -7.16 0.424
H -3.17 4.28 -5.61 0.234
H -1.97 6.90 -6.09 0.363
H -3.34 7.07 -4.95 0.473
H -3.37 5.75 -2.96 0.457
H -2.13 4.60 -1.18 0.583
H 2.14 5.09 -1.22 0.529
H 3.31 3.60 0.47 0.447
H 3.58 1.65 1.52 0.412
H 2.47 0.34 1.05 0.386
H 1.08 0.51 2.88 0.246
H 1.16 2.26 2.85 0.660
H 3.72 1.75 3.81 0.303
H 3.00 0.20 4.22 0.240
H 2.28 0.11 6.38 0.395
H 1.19 1.11 8.39 0.418
H 0.46 3.45 8.30 0.365
H 0.77 4.83 6.21 0.413
H 1.87 3.75 4.24 0.030
H 0.15 0.89 0.44 0.470
H -1.07 2.25 -1.21 0.598
H 1.28 4.53 -3.86 0.515
H -0.04 5.64 -5.51 0.403
C 5.80 -3.37 2.35 -0.806
C 4.69 -4.26 2.86 0.104
C 3.76 -3.26 3.53 -0.666
O 3.90 -2.03 2.80 -0.301
C 5.04 -2.12 1.93 -0.434
H 6.38 -3.81 1.53 0.365
H 6.49 -3.13 3.16 0.335
H 4.18 -4.74 2.03 -0.249
H 5.03 -5.04 3.55 0.411
H 4.05 -3.07 4.57 0.330
H 2.72 -3.57 3.51 0.345
H 4.67 -2.21 0.90 0.284
H 5.64 -1.21 2.01 0.318
C -6.94 0.53 -3.63 -0.178
C -5.54 0.34 -4.21 -0.723
C -4.94 1.72 -4.01 -0.020
O -5.55 2.29 -2.85 -0.426
C -6.67 1.47 -2.47 -0.546
H -7.41 -0.40 -3.32 0.391
H -7.58 1.01 -4.36 0.017
H -4.99 -0.39 -3.61 0.283
H -5.53 0.01 -5.24 0.366
H -5.18 2.38 -4.87 0.000
H -3.86 1.70 -3.88 0.251
H -6.40 0.93 -1.56 0.265
H -7.53 2.11 -2.24 0.297
C 1.90 -7.96 -0.16 -0.601
C 3.26 -8.08 -0.81 -0.009
C 3.78 -6.65 -0.70 -0.533
O 3.20 -6.09 0.49 -0.321
C 2.16 -6.96 0.95 -0.436
H 1.50 -8.91 0.21 0.338
H 1.18 -7.55 -0.87 0.304
H 3.89 -8.75 -0.23 -0.217
H 3.23 -8.44 -1.84 0.395
H 3.46 -6.04 -1.56 0.291
H 4.87 -6.60 -0.63 0.301
H 2.52 -7.47 1.86 0.200
H 1.28 -6.37 1.21 0.304
C 6.24 6.01 4.21 -0.626
C 6.26 5.38 5.60 -0.599
C 4.88 4.75 5.67 -0.378
O 4.52 4.39 4.33 -0.267
C 5.45 4.99 3.41 -0.424
H 7.24 6.19 3.80 0.354
H 5.71 6.97 4.24 0.278
H 7.03 4.61 5.64 0.268
H 6.44 6.09 6.40 0.365
H 4.13 5.47 6.04 0.260
H 4.85 3.87 6.30 0.249
H 6.10 4.20 3.02 0.293
H 4.90 5.45 2.58 0.231
C -12.03 0.32 -4.88 -0.590
C -11.93 0.86 -6.30 -0.567
C -10.45 1.22 -6.39 -0.444
O -9.75 0.31 -5.53 -0.336
C -10.70 -0.40 -4.72 -0.343
H -12.89 -0.33 -4.72 0.346
H -12.09 1.15 -4.17 0.278
H -12.16 0.07 -7.01 0.259
H -12.58 1.71 -6.49 0.331
H -10.27 2.24 -6.02 0.263
H -10.06 1.15 -7.40 0.307
H -10.76 -1.43 -5.09 0.273
H -10.35 -0.42 -3.69 0.245
C 4.76 -11.52 3.29 -0.553
C 5.25 -10.09 3.47 -0.601
C 5.41 -9.64 2.03 -0.124
O 4.43 -10.35 1.26 -0.390
C 3.88 -11.40 2.06 -0.481
H 4.23 -11.92 4.16 0.346
H 5.61 -12.18 3.08 0.261
H 4.47 -9.50 3.97 0.257
H 6.16 -10.01 4.05 0.362
H 6.40 -9.89 1.64 0.273
H 5.25 -8.56 1.90 0.062
H 2.85 -11.12 2.33 0.261
H 3.84 -12.32 1.48 0.284
```